Density functional theory data (ωB97M-V/def2-TZVPD) for a molecular structure, C44H39BBrN8O2Ru.

Each line ends with the Mulliken spin population.
Geometry (Å):
Ru -0.88139 -0.02033 0.25833  0.94
C -4.93047 3.42595 -0.22706  0.00
C -3.55407 2.92837 -0.50277  0.00
C -2.64929 3.33144 -1.47192  0.00
C -1.49409 2.57742 -1.27098  0.01
N -1.72534 1.71699 -0.26020  -0.11
N -2.97693 1.95101 0.20978  -0.02
B -3.45275 1.14096 1.43324  0.18
N -2.30009 1.10522 2.46825  0.01
N -1.09737 0.52371 2.18209  -0.08
C -0.34588 0.55263 3.29143  0.00
C -1.06097 1.21553 4.29081  0.01
C -2.29035 1.53009 3.74609  0.01
C -3.45353 2.20646 4.38482  0.00
C 0.98094 -0.06911 3.41344  0.01
C 1.87477 0.41120 4.37009  0.00
C 3.10079 -0.20541 4.56317  0.00
C 3.45198 -1.31611 3.80778  0.00
C 2.56729 -1.80669 2.85721  0.00
C 1.34187 -1.18713 2.66524  0.01
N -3.69541 -0.30166 0.92401  -0.06
N -2.61050 -1.01815 0.53930  -0.04
C -3.02424 -2.23686 0.14420  0.00
C -4.41382 -2.27791 0.27804  -0.01
C -4.80108 -1.04681 0.78116  0.01
C -6.16270 -0.55360 1.12997  0.00
C -2.12665 -3.33371 -0.25116  -0.01
C -2.67384 -4.55722 -0.63940  0.00
C -1.85745 -5.62459 -0.97416  0.00
C -0.47695 -5.49452 -0.92463  0.00
C 0.08147 -4.28508 -0.53916  0.00
C -0.74023 -3.22161 -0.20579  0.01
C -0.20869 2.76334 -1.95561  0.01
C -0.19938 3.11139 -3.30716  0.00
C 0.99465 3.35839 -3.96266  0.00
C 2.19673 3.28330 -3.27159  0.00
C 2.19323 2.97209 -1.91970  0.00
C 0.99792 2.71481 -1.26540  0.00
H -5.13303 4.30044 -0.84019  0.00
H -5.05163 3.70191 0.81954  0.00
H -5.67570 2.66496 -0.46176  0.00
H -2.78641 4.13476 -2.17512  0.00
H -4.43955 1.60345 1.90349  0.00
H -0.75475 1.39024 5.30724  0.00
H -3.19901 2.47655 5.40655  0.00
H -4.32605 1.55387 4.41060  0.00
H -3.72579 3.11419 3.84684  0.00
H 1.61523 1.27478 4.96826  0.00
H 3.77691 0.17457 5.31743  0.00
H 4.40121 -1.80864 3.97225  0.00
H 2.81469 -2.69725 2.29300  0.00
H 0.63645 -1.64135 1.98254  -0.01
H -5.06834 -3.10349 0.06274  0.00
H -6.86126 -1.38627 1.14869  0.00
H -6.51598 0.16874 0.39280  0.00
H -6.17322 -0.07055 2.10556  0.00
H -3.74642 -4.68422 -0.68445  0.00
H -2.30308 -6.56483 -1.26871  0.00
H 0.15847 -6.33308 -1.17465  0.00
H 1.15686 -4.17242 -0.48752  0.00
H -0.25872 -2.30156 0.10876  0.00
H -1.12977 3.16912 -3.85877  0.00
H 0.98603 3.62393 -5.01110  0.00
H 3.12750 3.50014 -3.77885  0.00
H 3.12336 2.96628 -1.36514  0.00
H 1.00138 2.55885 -0.19466  0.00
C -2.32469 -0.47675 -2.60299  0.00
O -1.09804 -0.54340 -1.85085  0.00
C 0.08148 -0.71830 -2.53865  0.00
C 0.18044 -0.96553 -3.88388  0.00
C 1.45608 -1.07670 -4.44252  0.00
Br 1.61850 -1.37795 -6.29076  0.00
C 2.58043 -0.94512 -3.66592  0.00
C 2.46840 -0.69715 -2.28911  0.01
C 1.20267 -0.57344 -1.71070  0.00
O 1.00223 -0.31602 -0.41719  0.10
C 3.66212 -0.50013 -1.48499  -0.01
N 3.69618 -0.05161 -0.22963  0.00
C 5.01749 0.07186 0.19359  0.00
C 5.57360 0.51396 1.38698  0.00
C 6.95188 0.49691 1.46258  0.00
C 7.74703 0.05554 0.39325  0.00
C 7.19322 -0.37287 -0.79608  0.00
C 5.80681 -0.34633 -0.87110  0.00
N 4.92264 -0.69710 -1.89029  0.00
H -2.52812 -1.44774 -3.05270  0.00
H -2.24111 0.29889 -3.36396  0.00
H -3.10743 -0.22193 -1.89585  0.00
H -0.69177 -1.06572 -4.51337  0.00
H 3.54896 -1.01520 -4.14215  0.00
H 2.84460 0.09980 0.30097  0.00
H 4.95984 0.85542 2.20782  0.00
H 7.43543 0.83717 2.36784  0.00
H 8.82226 0.05382 0.50488  0.00
H 7.80707 -0.70551 -1.62154  0.00
H 5.18427 -1.04573 -2.79816  0.00

Forces on the atoms, in the same order (eV/Å):
Ru -0.124 -0.296 -0.750
C 0.002 0.013 0.011
C -0.061 -0.117 -0.025
C 0.073 0.122 0.122
C -0.185 0.063 -0.065
N 0.047 0.011 -0.096
N 0.076 0.134 0.144
B -0.047 -0.097 -0.008
N 0.021 0.100 -0.052
N 0.265 -0.101 0.118
C -0.028 0.089 0.073
C -0.033 -0.144 0.051
C -0.036 0.045 -0.065
C 0.005 -0.009 0.013
C 0.050 0.019 -0.042
C 0.068 0.090 -0.044
C -0.002 0.002 0.004
C 0.016 0.019 -0.043
C 0.035 0.015 -0.006
C -0.058 -0.105 0.043
N 0.076 0.024 0.152
N -0.297 0.048 -0.231
C -0.058 -0.049 0.163
C -0.020 0.008 0.019
C -0.015 -0.038 -0.015
C 0.005 0.002 0.006
C -0.006 0.021 -0.053
C 0.001 0.037 -0.077
C 0.013 -0.006 -0.008
C -0.013 -0.009 0.002
C 0.010 0.023 -0.012
C -0.006 -0.031 0.032
C 0.024 -0.114 -0.134
C -0.027 -0.233 -0.086
C 0.032 -0.003 -0.016
C -0.014 -0.005 0.000
C 0.022 -0.037 -0.022
C 0.049 0.089 0.148
H -0.005 -0.003 -0.003
H 0.009 0.003 -0.001
H 0.000 0.002 0.004
H 0.059 0.024 0.012
H -0.006 0.009 -0.016
H 0.025 -0.014 -0.003
H -0.003 0.001 0.001
H 0.002 -0.002 0.000
H -0.002 0.001 0.001
H -0.023 0.012 -0.014
H 0.001 -0.001 0.002
H 0.000 -0.004 0.007
H -0.003 0.009 -0.004
H -0.069 0.020 -0.032
H 0.008 -0.023 0.056
H -0.003 0.002 -0.007
H -0.002 0.004 0.006
H 0.002 -0.010 0.005
H -0.006 0.007 0.013
H 0.002 -0.001 0.000
H -0.001 0.003 -0.013
H 0.000 0.005 0.004
H 0.027 -0.010 0.070
H -0.031 0.018 0.037
H 0.003 -0.003 -0.004
H 0.001 -0.006 -0.001
H 0.002 0.002 0.023
H -0.039 -0.110 0.069
C 0.009 0.039 -0.015
O -0.023 -0.053 0.057
C 0.099 0.072 0.014
C -0.026 -0.023 -0.004
C -0.004 0.005 -0.022
Br 0.002 -0.016 -0.017
C 0.033 -0.039 0.037
C -0.036 0.029 0.027
C -0.126 0.129 0.070
O 0.375 0.361 0.329
C -0.015 0.001 0.020
N -0.044 -0.010 0.018
C -0.022 -0.024 0.015
C 0.004 -0.016 -0.004
C -0.006 0.015 0.012
C 0.002 -0.004 -0.001
C -0.010 0.019 -0.007
C -0.005 -0.050 0.005
N 0.017 0.051 -0.047
H 0.003 -0.006 0.007
H 0.009 -0.001 -0.002
H 0.003 0.001 0.017
H 0.005 -0.001 0.003
H -0.018 0.003 -0.007
H -0.012 0.012 -0.018
H -0.026 -0.013 0.038
H 0.000 -0.011 0.001
H 0.000 0.012 -0.004
H 0.000 -0.001 0.001
H 0.001 0.008 0.019

Properties
gap between HOMO and LUMO (alpha / beta) = 7.25 / 6.56 eV
LUMO energy (alpha / beta) = -6.004 / -6.632 eV
2S+1 = 2
charge = +2
energy above the lowest of the compared OMol25 structures with the same formula, charge and spin = 0.0000 eV


Density functional theory data (ωB97M-V/def2-TZVPD) for a molecular structure, C44H39BCl14FNOTa at a distorted geometry.

Each line ends with the Mulliken charge.
Geometry (Å):
C -3.50394 -3.31078 4.98867  -0.91
N -3.74350 -3.41539 3.56123  0.15
C -4.36596 -4.67804 3.20268  -0.89
B -2.54960 -3.10427 2.73000  0.55
O -2.65385 -1.96839 1.92264  -0.42
Ta -0.52196 -4.37358 2.66346  0.82
F -1.24677 -5.98326 3.47441  -0.57
H -2.58079 -3.79329 5.31208  0.29
H -4.36039 -3.68231 5.53865  0.33
H -3.41020 -2.26173 5.25769  0.15
H -4.37392 -4.78481 2.12468  0.19
H -5.41022 -4.67608 3.50731  0.32
H -3.88132 -5.54986 3.64462  0.32
H -2.24156 -1.25331 2.41413  0.00
H -0.16612 -3.70057 4.37746  -0.21
H 1.16143 -5.11603 2.54992  -0.29
H -0.99186 -4.98050 0.96549  -0.42
H 0.23760 -2.87838 1.90692  -0.32
Cl -1.42245 1.07808 1.03291  -0.24
C -3.05263 1.64544 0.92894  0.52
C -3.93473 1.49696 1.98985  0.34
Cl -3.43810 0.74004 3.45735  -0.19
C -5.23598 1.96083 1.87502  -0.47
C -5.65417 2.57458 0.70845  -0.83
C -4.77200 2.72533 -0.35265  0.09
C -3.47612 2.25884 -0.23842  -0.45
H -5.91599 1.83739 2.70523  0.42
H -6.67058 2.93470 0.62622  0.39
H -5.07553 3.20913 -1.27309  -0.04
H -2.78175 2.37252 -1.05941  0.43
Cl 3.82280 -3.77986 4.31129  -0.19
C 4.46813 -3.05518 2.88531  0.20
C 4.34123 -3.67121 1.64625  0.29
Cl 3.49687 -5.15720 1.47779  -0.17
C 4.86674 -3.06434 0.51751  -0.65
C 5.51287 -1.84428 0.61929  -0.30
C 5.64714 -1.23442 1.85740  -0.62
C 5.12679 -1.84115 2.98632  -0.55
H 4.75425 -3.55346 -0.43404  0.57
H 5.91119 -1.37194 -0.26753  0.52
H 6.15359 -0.28244 1.94575  0.45
H 5.22397 -1.37153 3.95455  0.43
Cl 4.25534 -2.04536 -2.49543  -0.20
C 2.97583 -0.94704 -2.10665  0.39
C 2.85873 0.29161 -2.71527  0.29
Cl 3.99131 0.81322 -3.92214  -0.25
C 1.81915 1.13660 -2.36029  -0.62
C 0.90050 0.74307 -1.40235  -0.02
C 1.01613 -0.49947 -0.79464  -0.38
C 2.05340 -1.34140 -1.14681  -0.77
H 1.73383 2.10215 -2.83804  0.46
H 0.09208 1.40757 -1.12917  0.23
H 0.30208 -0.81728 -0.04703  0.31
H 2.15012 -2.30991 -0.67509  0.58
Cl -2.94910 -4.56640 -1.27937  -0.13
C -4.40803 -5.46894 -1.36808  0.31
C -5.59756 -4.95692 -0.86443  0.25
Cl -5.65245 -3.38894 -0.14416  -0.12
C -6.76012 -5.70891 -0.93567  -0.51
C -6.74132 -6.96671 -1.50920  -0.45
C -5.55500 -7.47780 -2.01635  -0.44
C -4.39403 -6.73083 -1.94444  -0.48
H -7.67844 -5.30209 -0.53759  0.39
H -7.65176 -7.54806 -1.55883  0.36
H -5.53338 -8.46070 -2.46659  0.35
H -3.46516 -7.12211 -2.33276  0.41
Cl 9.22076 -2.87868 3.03763  -0.19
C 9.80705 -2.14248 1.59086  0.31
C 9.65547 -2.74910 0.35177  0.34
Cl 8.86239 -4.27185 0.17984  -0.19
C 10.14737 -2.12540 -0.78497  -0.48
C 10.78450 -0.90279 -0.68985  -0.45
C 10.93244 -0.29466 0.54790  -0.44
C 10.44517 -0.91472 1.68285  -0.48
H 10.02550 -2.60523 -1.74506  0.42
H 11.16451 -0.42497 -1.58190  0.37
H 11.42711 0.66302 0.62991  0.37
H 10.55611 -0.44870 2.65107  0.41
Cl -6.29504 6.42798 -1.51164  -0.21
C -5.12602 6.85332 -2.71330  0.35
C -4.52748 5.88662 -3.50462  0.42
Cl -4.92390 4.21400 -3.32123  -0.22
C -3.58325 6.25085 -4.45129  -0.49
C -3.23154 7.57781 -4.60274  -0.50
C -3.82984 8.54544 -3.80880  -0.45
C -4.77632 8.18455 -2.87078  -0.57
H -3.12129 5.48787 -5.06095  0.41
H -2.48650 7.85588 -5.33407  0.42
H -3.55501 9.58468 -3.91680  0.40
H -5.24207 8.93313 -2.24635  0.44
Cl -2.17629 8.07238 -0.62074  -0.17
C -0.62221 7.42892 -1.01606  0.33
C 0.09154 7.88779 -2.11343  0.32
Cl -0.53669 9.13253 -3.14520  -0.19
C 1.33222 7.34524 -2.40644  -0.41
C 1.86006 6.34836 -1.60686  -0.51
C 1.14768 5.89090 -0.50783  -0.58
C -0.09040 6.43103 -0.21447  -0.47
H 1.88017 7.70628 -3.26461  0.42
H 2.82706 5.92736 -1.84292  0.41
H 1.55485 5.11209 0.12110  0.44
H -0.65285 6.07898 0.63803  0.45

Forces on the atoms, in the same order (eV/Å):
C 0.094 0.494 -0.252
N -0.259 -0.196 -0.121
C -0.058 0.159 0.060
B 0.194 0.531 -0.277
O -0.459 0.065 0.085
Ta -0.185 -2.766 1.061
F 0.259 0.624 -0.342
H 0.068 -0.362 0.183
H -0.181 -0.283 0.152
H 0.081 0.279 0.107
H 0.102 -0.150 -0.295
H -0.263 -0.007 0.178
H 0.193 -0.230 0.020
H 0.305 0.339 -0.253
H -0.221 0.472 -0.173
H 0.177 0.461 -0.010
H -0.264 0.432 -0.106
H 0.132 0.063 -0.035
Cl -0.128 0.088 0.165
C 0.101 -0.045 -0.013
C 0.046 -0.095 0.090
Cl -0.050 0.154 0.156
C -0.087 0.047 -0.014
C 0.016 0.021 -0.077
C -0.106 0.015 -0.004
C 0.028 0.061 -0.096
H 0.021 -0.046 0.052
H -0.026 0.004 0.007
H -0.037 -0.175 0.460
H 0.046 -0.034 -0.010
Cl -0.007 -0.009 0.012
C -0.001 -0.027 0.132
C -0.094 -0.088 -0.024
Cl 0.381 -0.109 -0.138
C 0.122 0.107 0.161
C 0.090 0.006 0.044
C 0.028 0.026 -0.060
C 0.058 0.103 0.026
H -0.008 -0.091 -0.028
H 0.008 0.003 -0.041
H 0.012 0.020 0.003
H -0.036 -0.029 0.053
Cl 0.016 0.150 -0.496
C -0.062 -0.223 0.217
C 0.055 0.080 -0.073
Cl 0.028 -0.003 -0.001
C -0.062 0.051 0.031
C 0.035 0.012 -0.058
C -0.099 0.101 0.036
C 0.014 -0.067 0.042
H 0.039 0.023 -0.056
H 0.049 -0.021 -0.048
H 0.006 -0.113 0.019
H 0.009 -0.020 0.017
Cl 0.001 0.019 -0.011
C 0.124 0.086 -0.039
C -0.078 0.102 0.052
Cl 0.011 0.009 0.003
C -0.084 -0.047 0.001
C 0.019 -0.072 -0.040
C -0.074 -0.019 0.005
C -0.023 -0.096 -0.036
H 0.004 0.062 0.034
H -0.027 -0.006 0.004
H 0.013 -0.027 -0.006
H 0.065 0.039 0.019
Cl -0.053 -0.055 -0.040
C -0.025 0.010 0.142
C -0.058 -0.100 -0.088
Cl -0.030 -0.009 0.079
C 0.033 0.048 -0.089
C 0.032 0.061 0.016
C 0.022 0.022 -0.061
C 0.044 0.096 0.008
H -0.042 -0.059 -0.002
H -0.002 0.006 -0.031
H 0.010 0.025 0.015
H -0.029 -0.034 0.056
Cl 0.008 -0.006 0.001
C -0.095 0.014 0.128
C 0.026 -0.149 0.007
Cl 0.005 0.162 -0.475
C 0.106 -0.012 -0.074
C -0.064 0.083 0.010
C -0.031 0.021 -0.135
C -0.035 0.110 -0.035
H -0.019 -0.067 0.012
H 0.027 -0.004 -0.018
H 0.012 0.032 0.016
H -0.041 -0.019 0.048
Cl 0.004 0.020 0.011
C -0.115 0.021 0.048
C -0.019 0.066 -0.123
Cl 0.120 0.023 0.105
C 0.094 -0.031 -0.047
C 0.011 -0.051 0.050
C 0.072 -0.022 -0.032
C 0.024 -0.074 0.069
H -0.025 0.047 -0.036
H 0.027 -0.009 -0.015
H -0.004 -0.035 0.018
H -0.065 0.015 0.007

Properties
gap between HOMO and LUMO = 5.34 eV
LUMO energy = 1.628 eV
charge = -1


no.,energy (Eh)
1,-4982.074309
2,-8454.446704